The following is a quantum chemistry calculation of a cluster of 4 separate species, CH9NO5 in total in a non-equilibrium geometry, from OMol25.

```
! RIJCOSX wB97M-V def2-TZVPD def2/J DEFGRID3
* xyz 0 1
N 0.90702 -0.90457 -1.12521
C 0.71626 -0.63657 0.20302
O 0.58168 0.69880 0.40857
O 0.72841 -1.50941 1.04129
H 0.47649 -0.49582 -1.93796
H 1.26528 -1.81474 -1.36411
H 0.04552 0.68855 1.24041
H -0.35605 -0.27911 3.64674
H -0.24448 -0.94237 2.28627
O -0.59512 -0.12251 2.73487
H -2.94446 -0.92495 0.14797
H -2.29733 0.32282 -0.15063
O -2.69847 -0.41258 -0.62559
H 0.28771 2.89665 -2.25916
H 1.29885 2.05379 -1.83587
O 0.98471 2.37570 -2.70387
*
```

- calculated total energy (Ha) = -474.481887
- LUMO energy (eV) = 0.40
- orbital gap (eV) = 11.10
- ΔE to the lowest compared entry with this formula, charge and spin (kcal per mole) = 14.58
- structure (SMILES) = NC(=O)O.O.O.O

The following is a quantum chemistry calculation of the molecule C5H9N in a non-equilibrium geometry, from OMol25.

```
! RIJCOSX wB97M-V def2-TZVPD def2/J DEFGRID3
* xyz 0 1
C 2.26870 -0.13045 -0.09422
C 1.02258 0.16136 -1.01306
C -0.06251 -0.02744 0.12975
C -0.74949 1.20869 0.69547
C -0.64847 -1.32340 0.39844
N 1.77298 -0.13675 1.08084
H 3.42650 -0.04746 -0.39187
H 1.08443 1.29441 -1.25829
H 0.64175 -0.44639 -1.85849
H -1.41384 0.94458 1.50736
H -1.39825 1.69696 -0.13268
H 0.04384 1.94136 0.88488
H 0.27581 -1.93895 0.63427
H -1.21702 -1.66015 -0.45222
H -1.21813 -1.47531 1.34680
*
```

- calculated total energy (Ha) = -250.526583
- LUMO energy (alpha / beta) (eV) = 0.92 / 0.92
- orbital gap (alpha / beta) (eV) = 8.83 / 8.83
- ΔE to the lowest compared entry with this formula, charge and spin (kcal per mole) = 88.08

The following is a quantum chemistry calculation of the molecule C4H5NO2, from OMol25.

```
! RIJCOSX wB97M-V def2-TZVPD def2/J DEFGRID3
* xyz 0 1
O -0.47479 -1.52659 -2.05056
C -1.15290 -0.62992 -1.61034
C -0.61666 0.34142 -0.62004
O -1.30925 1.38718 -0.25723
N 0.50254 0.17126 0.02114
C 0.73402 0.77530 1.28893
C 1.14353 -0.66273 1.00979
H -2.20932 -0.47014 -1.89187
H -0.89664 1.55228 0.68707
H 1.57015 1.47953 1.26774
H 2.16512 -0.93477 0.74947
H 0.54421 -1.48284 1.40591
*
```

- calculated total energy (Ha) = -360.494397
- LUMO energy (alpha / beta) (eV) = -1.04 / -1.04
- orbital gap (alpha / beta) (eV) = 7.13 / 7.13
- ΔE to the lowest compared entry with this formula, charge and spin (kcal per mole) = 109.83

The following is a quantum chemistry calculation of a cluster of 3 separate species, C4H16NO2 in total in a non-equilibrium geometry, from OMol25.

```
! RIJCOSX wB97M-V def2-TZVPD def2/J DEFGRID3
* xyz 1 1
C 0.10135 -0.72562 -0.67320
C -0.01635 -1.61524 0.69400
C 1.22156 -2.27155 1.10160
C -0.48573 -0.69293 1.84388
N -1.11809 -0.41660 -1.52836
H 0.63375 0.23805 -0.52818
H 0.79683 -1.40936 -1.23279
H -0.74781 -2.43834 0.59488
H 2.13807 -1.57214 0.98724
H 1.39747 -2.52721 2.15573
H 1.46459 -3.26086 0.57175
H -1.52707 -0.30828 1.77552
H 0.16605 0.19920 1.80697
H -0.31838 -1.09914 2.86309
H -0.81586 -0.79641 -2.42297
H -2.00286 -0.97620 -1.14795
H -1.31529 0.61470 -1.40939
H -1.58473 2.84852 -1.90063
H -0.50389 2.89138 -0.70865
O -1.15998 2.28704 -1.26565
H 0.85955 4.35646 -0.16365
H 1.70680 3.29206 -1.05715
O 1.11002 3.38246 -0.35609
*
```

- calculated total energy (Ha) = -366.963926
- LUMO energy (eV) = -3.08
- orbital gap (eV) = 11.73
- ΔE to the lowest compared entry with this formula, charge and spin (kcal per mole) = 41.14